[1]
Molecular formula: C24H33N2ORuSSi
Method: DFT, ωB97M-V/def2-TZVPD

Output
* DFT total energy: -1901.13170 Eh
* orbital gap (spin up / spin down): 6.7014 / 6.4723 eV
* energy above the lowest of the compared OMol25 structures with the same formula, charge and spin: 40.7 kcal per mole
* <S²>: 0.761
* multiplicity: 2
* total charge: +2
* M: 526.8 u

Structure (XYZ):
```
63
Properties=species:S:1:pos:R:3:lowdin_charge:R:1
Ru 0.482 0.340 1.631 1.25
C -0.538 3.214 3.454 -0.01
C 0.231 1.931 3.488 -0.31
C -0.395 0.723 3.861 -0.08
C 0.354 -0.463 3.924 -0.10
C 1.735 -0.457 3.646 -0.08
C 2.369 0.740 3.349 -0.05
C 1.613 1.913 3.230 -0.03
H -0.513 3.669 4.447 0.11
H -1.581 3.047 3.191 0.08
H -0.098 3.922 2.755 0.09
H -1.449 0.719 4.109 0.14
H -0.131 -1.385 4.213 0.13
H 2.302 -1.376 3.709 0.14
H 3.435 0.760 3.171 0.12
H 2.099 2.845 2.967 0.15
C 4.055 -0.667 0.642 0.00
C 3.268 0.289 -0.197 -0.28
C 3.731 0.791 -1.390 0.00
C 2.948 1.683 -2.131 0.00
C 1.693 2.049 -1.686 0.02
C 1.274 1.491 -0.487 -0.41
N 2.055 0.683 0.241 0.05
N 0.100 1.560 0.182 -0.16
Si -1.470 2.283 -0.365 0.46
C -2.769 1.705 0.855 -0.17
C -1.257 4.132 -0.314 -0.15
C -1.777 1.630 -2.086 -0.15
H 4.839 -1.141 0.059 0.10
H 3.402 -1.436 1.057 0.08
H 4.536 -0.138 1.469 0.08
H 4.706 0.487 -1.741 0.13
H 3.324 2.079 -3.065 0.13
H 1.059 2.723 -2.242 0.11
H -2.349 1.192 1.724 -0.01
H -3.476 1.020 0.386 0.04
H -3.339 2.561 1.222 0.05
H -1.071 4.490 0.699 0.02
H -2.172 4.615 -0.666 0.05
H -0.444 4.480 -0.952 0.04
H -1.406 0.612 -2.217 0.02
H -1.330 2.257 -2.857 0.04
H -2.854 1.615 -2.276 0.05
C -1.463 -4.282 -5.069 -0.03
C -1.304 -3.628 -3.732 -0.24
C -0.143 -3.805 -2.977 -0.01
C 0.005 -3.206 -1.738 -0.05
C -1.030 -2.413 -1.260 -0.42
C -2.190 -2.196 -1.992 -0.08
C -2.319 -2.815 -3.221 -0.01
S -0.921 -1.667 0.329 0.96
C -1.691 -2.897 1.374 -0.19
O 0.579 -1.564 0.762 -0.58
H -0.651 -4.977 -5.272 0.09
H -1.474 -3.532 -5.862 0.10
H -2.404 -4.829 -5.124 0.10
H 0.653 -4.428 -3.364 0.13
H 0.907 -3.347 -1.157 0.12
H -2.981 -1.559 -1.614 0.12
H -3.221 -2.662 -3.800 0.13
H -1.133 -3.830 1.303 0.08
H -2.707 -3.031 1.008 0.08
H -1.703 -2.522 2.396 0.05
```

[2]
Molecular formula: C24H33N3O3
Method: DFT, ωB97M-V/def2-TZVPD

Output
* DFT total energy: -1324.35762 Eh
* SMILES: CCOC(=O)C1(CCCc2ccccc2)CCN(C(=O)c2cc(C)nn2CC)CC1
* orbital gap: 9.5804 eV
* energy above the lowest of the compared OMol25 structures with the same formula, charge and spin: 32.3 kcal per mole
* total charge: 0
* M: 411.5 u

Structure (XYZ):
```
63
Properties=species:S:1:pos:R:3:lowdin_charge:R:1
C 2.613 3.762 -0.291 -0.05
C 1.651 3.410 0.834 -0.19
H 1.242 4.310 1.302 0.13
H 2.136 2.795 1.599 0.11
O 0.536 2.689 0.306 0.00
C 0.390 1.405 0.620 -0.44
O 1.086 0.814 1.407 0.13
C -0.827 0.815 -0.098 -0.35
C -0.884 -0.698 0.130 -0.08
H -1.012 -0.902 1.193 0.13
H -1.746 -1.093 -0.408 0.12
C 0.401 -1.397 -0.357 -0.13
N 1.121 -0.554 -1.281 -0.05
C 2.415 -0.181 -1.128 -0.38
O 2.884 0.785 -1.714 0.06
C 3.247 -1.087 -0.314 -0.14
C 3.311 -2.474 -0.347 0.03
C 4.369 -2.812 0.506 -0.34
N 4.900 -1.714 1.023 0.14
N 4.236 -0.686 0.518 -0.10
C 4.595 0.652 0.899 -0.17
C 5.574 1.267 -0.097 -0.07
H 5.108 1.332 -1.077 0.06
H 6.468 0.652 -0.168 0.07
H 5.857 2.265 0.228 0.07
H 3.684 1.248 0.958 0.09
H 5.052 0.585 1.889 0.12
C 4.880 -4.167 0.847 -0.04
H 4.092 -4.769 1.296 0.08
H 5.704 -4.075 1.548 0.07
H 5.228 -4.678 -0.050 0.08
H 2.699 -3.139 -0.921 0.11
C 0.284 0.107 -2.256 -0.10
C -0.699 1.097 -1.604 -0.07
H -0.355 2.121 -1.742 0.12
H -1.675 1.005 -2.080 0.12
H -0.265 -0.674 -2.793 0.13
H 0.941 0.622 -2.958 0.13
H 0.144 -2.345 -0.847 0.13
H 1.050 -1.609 0.492 0.12
C -2.046 1.549 0.504 -0.11
H -1.970 1.504 1.594 0.13
H -1.955 2.598 0.215 0.12
C -3.424 1.023 0.083 -0.17
H -3.364 0.499 -0.872 0.11
H -4.097 1.870 -0.064 0.12
C -4.061 0.090 1.122 -0.16
C -5.384 -0.414 0.618 -0.24
C -5.458 -1.587 -0.121 -0.05
C -6.668 -2.033 -0.622 -0.09
C -7.824 -1.307 -0.391 -0.10
C -7.761 -0.135 0.344 -0.09
C -6.549 0.308 0.842 -0.05
H -6.505 1.222 1.417 0.11
H -8.660 0.436 0.529 0.10
H -8.769 -1.654 -0.779 0.10
H -6.710 -2.950 -1.192 0.10
H -4.559 -2.162 -0.300 0.11
H -3.399 -0.752 1.322 0.10
H -4.204 0.641 2.053 0.12
H 2.138 4.448 -0.988 0.08
H 3.502 4.232 0.119 0.08
H 2.900 2.864 -0.835 0.05
```

[3]
Molecular formula: C24H33N5O2S
Method: DFT, ωB97M-V/def2-TZVPD

Output
* DFT total energy: -1756.80473 Eh
* SMILES: CN1C(=O)C(=Cc2cc3c4c(c2)CCCN4CCC3)C(=O)N(C)C1=S.NC[C@@H]1CCCN1
* orbital gap: 6.6962 eV
* energy above the lowest of the compared OMol25 structures with the same formula, charge and spin: 19.0 kcal per mole
* total charge: 0
* M: 455.6 u

Structure (XYZ):
```
65
Properties=species:S:1:pos:R:3:lowdin_charge:R:1
C -4.453 2.055 -2.353 -0.07
N -3.358 2.306 -1.434 -0.06
C -3.208 3.529 -0.818 -0.73
S -4.305 4.730 -1.091 0.72
N -2.139 3.736 0.027 -0.05
C -1.998 4.984 0.754 -0.07
C -1.139 2.768 0.243 -0.35
O -0.167 3.023 0.930 0.07
C -1.296 1.463 -0.390 -0.03
C -0.359 0.507 -0.142 0.10
C -0.285 -0.794 -0.788 -0.20
C -0.407 -0.923 -2.176 0.00
C -0.381 -2.146 -2.800 -0.14
C -0.216 -3.316 -2.029 -0.09
N -0.159 -4.564 -2.648 -0.07
C -0.210 -4.708 -4.118 -0.15
C -1.028 -3.596 -4.767 -0.17
C -0.557 -2.218 -4.288 -0.14
C 0.067 -5.800 -1.873 -0.15
C -0.509 -5.697 -0.464 -0.17
C -0.029 -4.423 0.243 -0.15
C -0.108 -3.202 -0.625 -0.15
C -0.112 -1.960 -0.036 0.02
C -2.487 1.224 -1.206 -0.34
O -2.754 0.138 -1.688 0.08
H -4.334 1.066 -2.792 0.09
H -5.405 2.095 -1.830 0.09
H -4.444 2.797 -3.148 0.08
H -1.131 4.925 1.410 0.09
H -1.865 5.812 0.062 0.08
H -2.886 5.161 1.357 0.08
H 0.381 0.745 0.607 0.12
H -0.582 -0.035 -2.757 0.13
H 0.816 -4.697 -4.498 0.12
H -0.625 -5.691 -4.362 0.11
H -0.970 -3.662 -5.862 0.11
H -2.086 -3.731 -4.512 0.12
H -1.264 -1.441 -4.605 0.12
H 0.397 -1.967 -4.766 0.12
H -0.377 -6.640 -2.415 0.11
H 1.145 -5.985 -1.834 0.12
H -1.604 -5.694 -0.522 0.12
H -0.241 -6.584 0.125 0.11
H -0.616 -4.255 1.154 0.12
H 1.007 -4.548 0.575 0.12
H -0.042 -1.877 1.033 0.12
N 1.096 1.192 5.310 -0.01
C 2.080 2.256 5.259 -0.28
C 3.034 2.082 4.076 -0.35
C 4.156 3.146 4.006 -0.15
C 4.388 3.370 2.503 -0.18
C 3.047 3.024 1.837 -0.22
N 2.288 2.183 2.791 -0.02
H 1.553 0.288 5.336 0.06
H 0.504 1.263 6.131 0.06
H 1.561 3.215 5.155 0.12
H 2.647 2.301 6.197 0.11
H 3.494 1.081 4.132 0.13
H 3.827 4.070 4.497 0.11
H 5.064 2.816 4.524 0.11
H 4.707 4.396 2.283 0.10
H 5.180 2.705 2.136 0.10
H 2.457 3.928 1.647 0.10
H 3.177 2.518 0.874 0.11
H 2.060 1.256 2.419 0.10
```

[4]
Molecular formula: C24H34BF2N3OP2RhSi
Method: DFT, ωB97M-V/def2-TZVPD

Output
* DFT total energy: -2481.89407 Eh
* orbital gap: 6.4839 eV
* energy above the lowest of the compared OMol25 structures with the same formula, charge and spin: 0.0 kcal per mole
* total charge: +1
* M: 622.3 u

Structure (XYZ):
```
69
Properties=species:S:1:pos:R:3:lowdin_charge:R:1
Rh -0.790 -0.157 -0.107 0.41
C -3.184 1.174 1.958 -0.22
P -1.453 1.259 1.400 0.74
C -0.556 1.206 2.983 -0.22
C -1.236 2.967 0.809 -0.36
C -1.259 4.101 1.613 -0.07
C -1.066 5.351 1.043 -0.06
C -0.868 5.472 -0.327 -0.06
C -0.866 4.344 -1.136 -0.07
C -1.042 3.087 -0.569 -0.36
P -1.133 1.512 -1.491 0.75
C 0.041 1.703 -2.871 -0.22
C -2.727 1.691 -2.359 -0.22
H -3.402 1.976 2.664 0.05
H -3.350 0.213 2.449 0.04
H -3.857 1.250 1.105 0.04
H -0.970 1.919 3.697 0.05
H 0.498 1.428 2.822 0.04
H -0.645 0.205 3.408 0.04
H -1.414 4.018 2.682 0.11
H -1.069 6.234 1.668 0.11
H -0.717 6.449 -0.766 0.11
H -0.722 4.452 -2.204 0.11
H -0.216 2.553 -3.503 0.05
H 0.005 0.797 -3.477 0.04
H 1.054 1.828 -2.489 0.04
H -2.765 2.644 -2.888 0.05
H -3.542 1.648 -1.638 0.05
H -2.852 0.875 -3.068 0.04
C 4.667 1.599 1.111 -0.06
C 3.530 1.963 0.402 -0.06
C 2.421 1.134 0.410 -0.05
C 2.445 -0.045 1.145 -0.28
C 3.581 -0.415 1.863 -0.01
C 4.691 0.410 1.834 -0.06
N 1.264 -0.835 1.108 0.03
N 1.160 -1.670 2.017 0.10
C -0.063 -2.385 2.001 -0.33
C -0.141 -3.512 2.802 0.01
C -1.333 -4.214 2.838 -0.03
C -2.406 -3.744 2.098 -0.02
C -2.241 -2.597 1.339 -0.12
N -1.086 -1.932 1.270 0.04
H 5.539 2.238 1.099 0.11
H 3.511 2.888 -0.158 0.11
H 1.515 1.381 -0.133 0.07
H 3.588 -1.340 2.420 0.11
H 5.583 0.128 2.378 0.11
H 0.727 -3.809 3.373 0.12
H -1.428 -5.104 3.445 0.12
H -3.363 -4.245 2.110 0.12
H -3.062 -2.188 0.765 0.12
F -2.698 -1.370 -2.547 0.24
B -1.753 -2.068 -1.931 -1.00
F -2.097 -3.281 -1.497 0.24
C 1.217 -3.838 -0.896 -0.13
Si 0.932 -2.571 -2.222 0.47
C 0.506 -3.383 -3.838 -0.13
C 2.328 -1.367 -2.392 -0.12
O -0.466 -1.631 -1.851 -0.09
H 1.965 -4.550 -1.253 0.05
H 0.307 -4.397 -0.672 0.05
H 1.600 -3.402 0.025 0.02
H 1.316 -4.040 -4.160 0.05
H 0.345 -2.644 -4.626 0.05
H -0.394 -3.997 -3.757 0.05
H 3.191 -1.882 -2.821 0.05
H 2.636 -0.938 -1.438 0.02
H 2.065 -0.552 -3.067 0.03
```

Copy entry 1 word for word.
Molecular formula: C24H33N2ORuSSi
Method: DFT, ωB97M-V/def2-TZVPD

Output
* DFT total energy: -1901.13170 Eh
* orbital gap (spin up / spin down): 6.7014 / 6.4723 eV
* energy above the lowest of the compared OMol25 structures with the same formula, charge and spin: 40.7 kcal per mole
* <S²>: 0.761
* multiplicity: 2
* total charge: +2
* M: 526.8 u

Structure (XYZ):
```
63
Properties=species:S:1:pos:R:3:lowdin_charge:R:1
Ru 0.482 0.340 1.631 1.25
C -0.538 3.214 3.454 -0.01
C 0.231 1.931 3.488 -0.31
C -0.395 0.723 3.861 -0.08
C 0.354 -0.463 3.924 -0.10
C 1.735 -0.457 3.646 -0.08
C 2.369 0.740 3.349 -0.05
C 1.613 1.913 3.230 -0.03
H -0.513 3.669 4.447 0.11
H -1.581 3.047 3.191 0.08
H -0.098 3.922 2.755 0.09
H -1.449 0.719 4.109 0.14
H -0.131 -1.385 4.213 0.13
H 2.302 -1.376 3.709 0.14
H 3.435 0.760 3.171 0.12
H 2.099 2.845 2.967 0.15
C 4.055 -0.667 0.642 0.00
C 3.268 0.289 -0.197 -0.28
C 3.731 0.791 -1.390 0.00
C 2.948 1.683 -2.131 0.00
C 1.693 2.049 -1.686 0.02
C 1.274 1.491 -0.487 -0.41
N 2.055 0.683 0.241 0.05
N 0.100 1.560 0.182 -0.16
Si -1.470 2.283 -0.365 0.46
C -2.769 1.705 0.855 -0.17
C -1.257 4.132 -0.314 -0.15
C -1.777 1.630 -2.086 -0.15
H 4.839 -1.141 0.059 0.10
H 3.402 -1.436 1.057 0.08
H 4.536 -0.138 1.469 0.08
H 4.706 0.487 -1.741 0.13
H 3.324 2.079 -3.065 0.13
H 1.059 2.723 -2.242 0.11
H -2.349 1.192 1.724 -0.01
H -3.476 1.020 0.386 0.04
H -3.339 2.561 1.222 0.05
H -1.071 4.490 0.699 0.02
H -2.172 4.615 -0.666 0.05
H -0.444 4.480 -0.952 0.04
H -1.406 0.612 -2.217 0.02
H -1.330 2.257 -2.857 0.04
H -2.854 1.615 -2.276 0.05
C -1.463 -4.282 -5.069 -0.03
C -1.304 -3.628 -3.732 -0.24
C -0.143 -3.805 -2.977 -0.01
C 0.005 -3.206 -1.738 -0.05
C -1.030 -2.413 -1.260 -0.42
C -2.190 -2.196 -1.992 -0.08
C -2.319 -2.815 -3.221 -0.01
S -0.921 -1.667 0.329 0.96
C -1.691 -2.897 1.374 -0.19
O 0.579 -1.564 0.762 -0.58
H -0.651 -4.977 -5.272 0.09
H -1.474 -3.532 -5.862 0.10
H -2.404 -4.829 -5.124 0.10
H 0.653 -4.428 -3.364 0.13
H 0.907 -3.347 -1.157 0.12
H -2.981 -1.559 -1.614 0.12
H -3.221 -2.662 -3.800 0.13
H -1.133 -3.830 1.303 0.08
H -2.707 -3.031 1.008 0.08
H -1.703 -2.522 2.396 0.05
```